21
Properties=species:S:1:pos:R:3:forces:R:3 method="wB97M-V/def2-TZVPD" smiles=CC(C)NCCN de_lowest_kcal_mol=29.4 gap_ha=0.3627 lumo_ha=0.0400
C 1.94873 -1.19490 0.17621 0.4 0.7 -0.2
C 1.51202 0.29238 0.15487 0.9 -0.3 0.4
C 2.34989 1.22094 -0.74210 -1.6 0.8 -0.6
N 0.11219 0.46830 -0.20601 -0.6 0.1 0.7
C -0.82586 -0.07194 0.76817 -0.2 -1.0 1.1
C -2.26186 0.24052 0.45339 -1.0 0.2 -0.8
N -2.80873 -0.67552 -0.58396 -0.3 0.8 0.1
H 2.17742 -1.55168 1.18147 -0.2 -0.1 0.0
H 2.86474 -1.31749 -0.40821 -0.2 -0.2 -0.1
H 1.13186 -1.76448 -0.25352 0.1 -0.5 -0.1
H 1.59194 0.67028 1.17495 0.0 0.1 0.1
H 1.85124 2.18594 -0.58041 0.4 0.1 -0.1
H 2.11754 0.99974 -1.78862 0.2 -0.2 -0.1
H 3.42110 1.39478 -0.67779 0.1 -0.7 0.6
H -0.12784 -0.04055 -1.04654 0.4 0.2 -0.5
H -0.61402 0.09006 1.83644 0.4 1.2 -0.4
H -0.80052 -1.17319 0.84767 0.1 -0.3 -0.5
H -2.91551 0.27546 1.33432 0.4 -0.6 0.2
H -2.42683 1.23821 0.03412 0.7 0.1 0.0
H -2.41108 -1.59544 -0.66635 0.3 -0.2 0.5
H -3.79156 -0.76070 -0.38674 -0.2 -0.3 -0.4